Record 1
The following is a quantum chemistry calculation of a cluster of 2 separate species, C3H10N2O in total, from the OMol25 dataset.

Its net charge is 0. The value obtained for the energy above the lowest of the compared OMol25 structures with the same formula, charge and spin is 240.9 kJ/mol. As for the highest occupied orbital energy: -7.78 eV. Its structure (SMILES) is C=CN.NCO. Its total energy is -304.9829 Ha.

Last column: natural (NBO) charge in e.
Cartesian coordinates (Å):
C1 1.948 -0.274 0.534  0.039
C2 1.990 -0.348 -0.830  -0.565
N1 1.331 0.671 1.304  -0.853
H1 2.630 -0.895 1.115  0.183
H2 2.900 -0.618 -1.335  0.217
H3 1.080 -0.036 -1.331  0.178
H4 -1.871 0.491 1.262  0.482
H5 0.456 1.170 1.244  0.413
H6 1.777 0.981 2.148  0.381
N2 -1.760 -1.032 -0.297  -0.867
C3 -1.777 0.409 -0.584  0.085
O1 -1.725 1.181 0.596  -0.732
H7 -0.892 -1.506 -0.528  0.375
H8 -2.459 -1.443 -0.903  0.363
H9 -2.689 0.587 -1.161  0.149
H10 -0.937 0.661 -1.231  0.151

=====

Record 2
The following is a quantum chemistry calculation of a cluster of 4 separate species, C32H69BrClN6O2 in total, from the OMol25 dataset.

Its net charge is +1. As for the highest occupied orbital energy: -9.91 eV. Its total energy is -4773.5920 Ha.

Last column: Löwdin charge in e.
Cartesian coordinates (Å):
C1 -2.414 -2.209 7.283  -0.090
C2 -2.255 -1.483 5.962  -0.293
C3 -2.295 -2.407 4.761  -0.687
Br1 -4.085 -3.024 4.401  0.792
C4 -1.787 -1.673 3.566  -0.295
C5 -2.392 -0.698 2.825  0.020
N1 -1.510 -0.286 1.847  0.038
C6 -1.788 0.757 0.846  -0.102
C7 -3.262 0.992 0.603  -0.160
C8 -3.912 2.022 1.546  -0.255
N2 -5.130 1.565 2.242  0.005
C9 -0.367 -0.979 1.960  -0.234
C10 0.840 -0.841 1.135  -0.079
C11 2.130 -0.615 1.971  -0.163
C12 2.854 0.697 1.642  -0.155
C13 2.924 1.603 2.839  -0.184
O1 3.542 0.845 3.892  -0.020
C14 3.290 1.239 5.135  -0.382
O2 3.522 0.564 6.068  0.126
N3 -0.537 -1.828 2.997  -0.360
Cl1 0.572 -2.965 3.527  0.911
H1 -1.923 -3.173 7.250  0.081
H2 -3.447 -2.333 7.574  0.075
H3 -1.928 -1.646 8.070  0.080
H4 -2.979 -0.689 5.828  0.111
H5 -1.269 -1.023 5.945  0.118
H6 -1.659 -3.263 4.938  0.069
H7 -3.369 -0.284 2.957  0.116
H8 -1.326 0.440 -0.079  0.114
H9 -1.318 1.689 1.138  0.138
H10 -3.820 0.067 0.631  0.101
H11 -3.357 1.356 -0.411  0.115
H12 -3.177 2.315 2.292  0.106
H13 -4.162 2.915 0.988  0.106
H14 -5.417 0.647 1.930  0.059
H15 -4.962 1.474 3.234  0.060
H16 0.688 0.009 0.493  0.098
H17 0.920 -1.730 0.517  0.136
H18 2.774 -1.470 1.843  0.115
H19 1.857 -0.581 3.016  0.081
H20 3.880 0.456 1.390  0.117
H21 2.432 1.227 0.799  0.118
H22 3.528 2.475 2.616  0.112
H23 1.940 1.936 3.160  0.126
H24 2.864 2.238 5.238  0.149
C15 -4.463 -4.291 -3.523  -0.081
C16 -3.444 -4.241 -2.396  -0.269
N4 -3.849 -3.377 -1.299  -0.191
C17 -2.783 -3.080 -0.375  -0.265
C18 -2.174 -4.211 0.458  -0.066
C19 -5.138 -3.680 -0.699  -0.240
C20 -5.353 -5.088 -0.132  -0.072
H25 -4.711 -3.285 -3.865  0.073
H26 -4.052 -4.846 -4.365  0.078
H27 -5.385 -4.790 -3.224  0.069
H28 -2.509 -3.846 -2.805  0.109
H29 -3.229 -5.269 -2.065  0.107
H30 -3.140 -2.316 0.314  0.088
H31 -1.977 -2.607 -0.955  0.096
H32 -2.854 -4.535 1.246  0.055
H33 -1.261 -3.854 0.946  0.049
H34 -1.899 -5.079 -0.139  0.077
H35 -5.908 -3.492 -1.449  0.105
H36 -5.326 -2.941 0.087  0.110
H37 -5.026 -5.861 -0.827  0.070
H38 -6.416 -5.247 0.054  0.077
H39 -4.836 -5.238 0.816  0.054
C21 -1.446 -0.044 -7.009  -0.085
C22 -0.418 0.012 -5.890  -0.271
N5 -0.827 0.867 -4.789  -0.199
C23 0.245 1.181 -3.871  -0.250
C24 0.875 0.028 -3.077  -0.085
C25 -2.110 0.546 -4.192  -0.241
C26 -2.321 -0.869 -3.630  -0.082
H40 -1.708 0.961 -7.343  0.083
H41 -1.036 -0.589 -7.859  0.076
H42 -2.360 -0.556 -6.706  0.065
H43 0.511 0.422 -6.293  0.120
H44 -0.189 -1.016 -5.567  0.103
H45 -0.115 1.944 -3.174  0.108
H46 1.038 1.666 -4.447  0.114
H47 0.210 -0.335 -2.292  0.033
H48 1.794 0.374 -2.596  0.067
H49 1.139 -0.814 -3.716  0.070
H50 -2.884 0.725 -4.942  0.105
H51 -2.310 1.282 -3.408  0.107
H52 -1.984 -1.641 -4.323  0.071
H53 -3.383 -1.040 -3.445  0.071
H54 -1.807 -1.015 -2.678  0.033
C27 5.391 6.243 -1.796  -0.088
C28 5.543 5.395 -0.543  -0.275
N6 5.687 3.980 -0.832  -0.202
C29 5.525 3.133 0.329  -0.266
C30 6.538 3.251 1.476  -0.072
C31 6.775 3.631 -1.732  -0.245
C32 8.196 4.059 -1.344  -0.077
H55 4.580 5.867 -2.421  0.080
H56 5.158 7.272 -1.519  0.075
H57 6.303 6.266 -2.391  0.067
H58 4.644 5.515 0.068  0.115
H59 6.378 5.793 0.055  0.105
H60 5.495 2.091 -0.008  0.107
H61 4.526 3.338 0.737  0.091
H62 7.500 2.812 1.218  0.061
H63 6.169 2.715 2.354  0.062
H64 6.700 4.288 1.771  0.071
H65 6.548 4.057 -2.712  0.102
H66 6.750 2.549 -1.884  0.113
H67 8.236 5.102 -1.028  0.068
H68 8.854 3.955 -2.208  0.075
H69 8.613 3.445 -0.548  0.056

=====

Record 3
The following is a quantum chemistry calculation of a structure of composition C5H10O, from the OMol25 dataset.

Its net charge is 0. The value obtained for the energy above the lowest of the compared OMol25 structures with the same formula, charge and spin is 574.6 kJ/mol. As for the highest occupied orbital energy: -7.82 eV. Its total energy is -271.5338 Ha.

Last column: natural (NBO) charge in e.
Cartesian coordinates (Å):
C1 0.863 -0.796 1.049  -0.650
C2 0.666 0.263 -0.003  0.147
C3 1.136 -0.072 -1.398  -0.647
C4 -1.319 -0.180 -0.449  -0.215
C5 -1.902 0.523 0.693  -0.164
O1 -0.815 1.278 0.178  -0.504
H1 0.312 -0.555 1.964  0.221
H2 1.929 -0.815 1.318  0.216
H3 0.546 -1.776 0.691  0.227
H4 1.190 1.175 0.310  0.185
H5 2.234 0.002 -1.419  0.211
H6 0.750 0.655 -2.120  0.227
H7 0.819 -1.073 -1.697  0.222
H8 -1.814 0.127 -1.384  0.155
H9 -2.820 1.095 0.554  0.199
H10 -1.773 0.150 1.713  0.170

=====

Record 4
The following is a quantum chemistry calculation of a structure of composition C29H21BrCaClN4O2S7, from the OMol25 dataset.

Its net charge is -1. The value obtained for the energy above the lowest of the compared OMol25 structures with the same formula, charge and spin is 0.0 kJ/mol. As for the highest occupied orbital energy: -3.65 eV. Its total energy is -7986.5091 Ha.

Last column: natural (NBO) charge in e.
Cartesian coordinates (Å):
Ca1 -1.689 0.897 0.029  1.703
Br1 -0.968 -0.070 7.507  0.006
C1 -1.413 0.032 5.655  -0.153
C2 -2.301 -0.920 5.112  -0.204
C3 -2.640 -0.853 3.791  -0.221
C4 -2.119 0.156 2.925  0.441
O1 -2.538 0.254 1.728  -0.814
C5 -1.163 1.077 3.495  -0.272
C6 -0.416 2.033 2.726  0.207
N1 -0.349 2.081 1.432  -0.626
C7 0.579 2.890 0.759  0.099
C8 1.772 3.322 1.288  -0.194
C9 2.659 4.119 0.536  -0.219
C10 2.373 4.471 -0.749  -0.189
C11 1.186 4.001 -1.360  -0.106
C12 0.850 4.276 -2.706  -0.119
C13 -0.321 3.809 -3.220  -0.254
C14 -1.159 3.025 -2.403  0.090
N2 -0.861 2.723 -1.161  -0.549
C15 0.288 3.211 -0.613  0.231
C16 -0.868 1.005 4.881  -0.172
H1 -2.712 -1.692 5.750  0.221
H2 -3.307 -1.582 3.351  0.226
H3 0.169 2.745 3.316  0.160
H4 2.055 3.029 2.291  0.204
H5 3.586 4.449 0.990  0.212
H6 3.043 5.106 -1.318  0.209
H7 1.541 4.846 -3.316  0.212
H8 -0.608 4.006 -4.245  0.224
H9 -2.103 2.633 -2.774  0.244
H10 -0.172 1.717 5.311  0.213
S1 -6.168 -3.844 -3.715  -0.199
C17 -5.211 -2.790 -2.861  -0.579
S2 -3.726 -3.237 -2.119  0.436
C18 -3.195 -1.643 -1.584  -0.425
C19 -4.080 -0.642 -1.797  -0.388
S3 -3.941 1.059 -1.472  -0.540
S4 -5.566 -1.128 -2.620  0.461
S5 -1.532 -1.548 -1.037  -0.485
O2 -0.298 -2.481 0.889  -0.238
N3 0.030 -1.847 1.832  0.105
Cl1 6.434 -3.951 1.240  -0.023
C20 4.886 -3.151 1.325  -0.025
C21 4.241 -2.790 0.155  -0.253
C22 3.041 -2.095 0.230  -0.135
C23 2.486 -1.766 1.461  -0.045
C24 1.212 -0.970 1.542  -0.347
C25 3.131 -2.179 2.623  -0.193
C26 4.334 -2.868 2.563  -0.240
H11 4.683 -3.029 -0.804  0.225
H12 2.546 -1.769 -0.680  0.227
H13 1.044 -0.440 0.598  0.221
H14 1.265 -0.265 2.369  0.203
H15 2.697 -1.947 3.590  0.219
H16 4.849 -3.163 3.467  0.223
S6 1.313 0.415 -2.460  -0.264
C27 0.290 -0.555 -3.339  -0.026
N4 0.456 -1.869 -3.542  -0.590
C28 -0.684 -2.600 -4.087  -0.237
C29 -1.496 -1.602 -4.907  -0.536
S7 -1.062 0.046 -4.258  0.325
H17 1.030 -2.355 -2.870  0.412
H18 -1.276 -3.002 -3.266  0.239
H19 -0.330 -3.419 -4.714  0.201
H20 -2.568 -1.754 -4.796  0.251
H21 -1.233 -1.621 -5.962  0.213